No. 1
Entry from the Open Molecules 2025 dataset: C5H8O in the gas phase (ωB97M-V/def2-TZVPD).

Each line ends with the natural charge from an NBO analysis.
Positions of all 14 atoms, in Å:
C 0.77999 1.87887 -0.63844  -0.589
C -0.38366 1.71446 0.35088  -0.476
C -0.70488 0.28995 0.44408  0.026
C -0.66119 -0.91359 0.49448  -0.079
C -0.36431 -2.35111 0.52306  -0.128
O 0.48130 -2.73987 -0.54582  -0.699
H 0.42775 1.74846 -1.66629  0.208
H 1.24477 2.86437 -0.54565  0.209
H 1.53728 1.11108 -0.44968  0.217
H -0.09190 2.05857 1.34939  0.227
H -1.24646 2.31934 0.05495  0.225
H -1.28109 -2.95718 0.56154  0.184
H 0.19787 -2.56507 1.43833  0.206
H 0.06452 -2.45828 -1.37084  0.468

Forces on atoms 1 to 6 (eV/Å):
0.0637 0.0657 -0.0602
-0.0696 0.0539 0.0760
0.1548 -0.5609 0.0018
0.0474 0.4146 0.0211
-0.1578 -0.0368 0.3434
-0.1320 -0.0458 -0.2560

Summary:
Energy above the lowest of the compared OMol25 structures with the same formula, charge and spin in kcal per mole: 50.2
Max |F| in Eh/bohr: 0.011
Gap between HOMO and LUMO in eV: 10.54
LUMO level in hartree: 0.034
SMILES string: CCC#CCO

No. 2
Entry from the Open Molecules 2025 dataset: 2 unconnected molecules or ions with the total composition C5H15N3 (ωB97M-V/def2-TZVPD).

Each line ends with the natural charge from an NBO analysis.
Positions of all 23 atoms, in Å:
C -2.06150 -2.70284 -0.01172  -0.610
C -0.76690 -2.68557 0.78236  -0.215
N -0.30481 -1.32795 0.97028  -0.619
C 0.79972 -1.16517 1.90259  -0.413
H -2.37958 -3.72056 -0.23235  0.213
H -2.00143 -2.09425 -0.91112  0.209
H -2.87951 -2.29053 0.59061  0.195
H 0.02394 -3.18632 0.21392  0.181
H -0.92046 -3.28054 1.69424  0.157
H -1.06274 -0.72904 1.27922  0.343
H 0.98424 -0.10150 2.04161  0.214
H 0.63004 -1.60380 2.89565  0.158
H 1.69333 -1.62582 1.48058  0.187
C 2.09747 1.94106 -1.30057  -0.447
N -0.69317 2.29645 -1.68447  -0.836
C -0.07475 2.14196 -0.43352  0.282
N 1.15964 2.06743 -0.18873  -0.478
H 2.94760 1.36192 -0.95139  0.207
H 2.43223 2.93302 -1.60836  0.202
H 1.70592 1.42057 -2.17977  0.158
H -0.15106 1.89454 -2.44381  0.376
H -1.65412 2.00847 -1.72474  0.380
H -0.78348 2.14723 0.39109  0.158

Forces on atoms 1 to 6 (eV/Å):
-0.4109 0.0857 0.4516
0.1440 -0.1596 -0.5953
-0.2486 0.4206 0.4690
0.0214 -0.0493 -0.0939
0.1628 -0.0361 -0.2650
0.1357 -0.1575 -0.1704

Summary:
Energy above the lowest of the compared OMol25 structures with the same formula, charge and spin in kcal per mole: 30.5
Max |F| in Eh/bohr: 0.017
Gap between HOMO and LUMO in eV: 9.59
LUMO level in hartree: 0.033
SMILES string: C/N=C\N.CCNC

No. 3
Entry from the Open Molecules 2025 dataset: a molecular structure, C28H32BF14KN4S6 (ωB97M-V/def2-TZVPD).

Each line ends with the Mulliken charge.
Positions of all 86 atoms, in Å:
K -0.32725 -1.67395 -0.49613  0.798
C 0.29386 3.37638 -2.94287  -0.502
C 1.43792 2.38235 -3.13072  -0.602
S 2.37874 1.91003 -1.66688  0.266
C 3.53731 3.28020 -1.43896  -1.047
C 3.06932 4.46382 -0.56395  -0.805
S 1.63271 3.93600 0.40178  0.289
C 1.27544 5.41314 1.38470  -0.743
C -0.24299 5.61172 1.46188  -0.830
S -1.26082 4.10996 1.59819  -0.016
C -1.69229 3.83131 -0.16294  -0.891
C -1.23243 2.50892 -0.76680  1.645
S -1.29032 2.58334 -2.57990  -0.164
H 0.13367 3.91992 -3.87700  0.489
H 0.51807 4.11605 -2.16973  -0.046
H 2.13953 2.72042 -3.89931  0.511
H 1.03106 1.42953 -3.47207  0.142
H 3.82488 3.63450 -2.43031  0.384
H 4.42154 2.82616 -0.99270  0.387
H 2.81453 5.32494 -1.18718  0.319
H 3.87259 4.76304 0.11126  0.468
H 1.73148 6.29061 0.92024  0.383
H 1.69969 5.30092 2.38328  0.323
H -0.58944 6.15248 0.58117  0.277
H -0.48571 6.22246 2.33416  0.411
H -1.24977 4.65584 -0.72143  0.392
H -2.77595 3.90704 -0.24624  0.375
H -1.89764 1.69465 -0.48245  -0.556
H -0.22661 2.24741 -0.44327  -0.792
C 1.33486 0.52093 1.96320  -1.005
N 1.34268 -0.89349 1.63101  1.607
C 2.67462 -1.33693 1.20737  -1.183
C 2.65933 -2.49547 0.20804  -0.691
N 2.21963 -1.99157 -1.08212  -0.340
C 2.52198 -2.66110 -2.18547  0.163
C 3.07818 -3.96466 -2.33855  0.497
F 3.26853 -4.75746 -1.24416  -0.355
C 3.40700 -4.52826 -3.55735  -0.092
F 3.94075 -5.77291 -3.58854  -0.342
C 3.18549 -3.86274 -4.74374  0.688
F 3.52077 -4.41127 -5.94033  -0.360
C 2.60493 -2.60246 -4.66501  -0.234
F 2.37690 -1.91713 -5.80628  -0.332
C 2.28414 -2.04264 -3.45451  -0.055
F 1.72979 -0.80948 -3.46787  -0.115
C 0.85129 -1.69048 2.75937  -1.170
C -0.67144 -1.70228 2.92483  -0.732
N -1.25640 -2.47468 1.85180  0.481
C -2.18126 -3.39146 2.04974  -0.700
C -2.94293 -3.74218 3.20279  0.416
F -2.78983 -3.04786 4.36706  -0.382
C -3.89628 -4.74376 3.21687  0.120
F -4.57635 -4.98581 4.36371  -0.360
C -4.18675 -5.49476 2.09680  0.695
F -5.11852 -6.48568 2.12595  -0.370
C -3.48170 -5.20036 0.93401  -0.083
F -3.72264 -5.92025 -0.18086  -0.346
C -2.54298 -4.20345 0.92230  0.366
F -1.88356 -3.96735 -0.23889  -0.356
H 2.01846 0.75217 2.80113  0.277
H 0.33222 0.84078 2.25238  0.288
H 1.63520 1.11364 1.09880  -0.157
H 3.28192 -1.60782 2.09016  0.305
H 3.17019 -0.50374 0.70360  0.349
H 2.02666 -3.30560 0.60448  0.241
H 3.68160 -2.89775 0.17145  0.515
H 1.32612 -1.33848 3.69661  0.224
H 1.15807 -2.72657 2.60372  0.374
H -1.04877 -0.67113 2.90155  -0.007
H -0.87528 -2.08149 3.93120  0.448
F -4.00602 -1.97512 -2.66878  -0.394
B -3.03933 -0.96962 -2.81829  0.143
F -3.64238 0.20513 -3.24807  -0.385
F -2.01433 -1.37574 -3.65582  -0.337
F -2.47270 -0.73772 -1.50102  -0.364
S -3.56327 1.14287 1.86702  -0.335
C -4.71755 0.19724 1.13920  0.261
N -4.56426 -0.70739 0.18649  0.401
C -5.75669 -1.25141 -0.43987  -0.613
C -6.85902 -1.14534 0.60794  -0.555
S -6.42659 0.32452 1.57897  -0.177
H -3.66016 -0.86032 -0.25944  -0.120
H -5.57157 -2.28208 -0.73656  0.334
H -5.99059 -0.68216 -1.34385  0.289
H -6.87758 -2.02044 1.25717  0.319
H -7.83709 -1.01298 0.14945  0.383

Forces on atoms 1 to 6 (eV/Å):
-0.1790 0.0885 -0.3151
-0.0308 0.1052 -0.0126
0.0508 -0.0462 -0.0850
0.2155 -0.3787 -0.0445
-0.0683 0.1975 -0.0109
0.0110 -0.0241 -0.0409

Summary:
Energy above the lowest of the compared OMol25 structures with the same formula, charge and spin in kcal per mole: 28.3
Max |F| in Eh/bohr: 0.009
Net charge: -2
Gap between HOMO and LUMO in eV: 5.05
LUMO level in hartree: 0.121

No. 4
Entry from the Open Molecules 2025 dataset: a molecular structure, C15H24MnNO6SSb (ωB97M-V/def2-TZVPD).

Each line ends with the natural charge from an NBO analysis.
Positions of all 49 atoms, in Å:
Mn 0.55073 -0.11110 -0.16296  1.521
O 4.48896 0.23700 4.36091  -0.409
C 3.72270 0.17348 3.45464  0.400
C 4.05882 0.35483 1.94581  0.406
O 5.12864 0.60183 1.47135  -0.450
C 2.75422 0.16265 1.27093  0.220
C 1.75939 -0.06683 2.16742  0.133
O 0.51761 -0.23693 1.66734  -0.705
C 2.19421 -0.09248 3.55950  0.405
O 1.55140 -0.27095 4.55864  -0.485
O 2.44791 0.19751 -0.00799  -0.733
C -1.00182 -4.68776 -0.99511  -0.623
C -1.87693 -3.91535 -0.02131  -0.579
S -0.93056 -2.64126 0.80917  1.259
O -0.64467 -1.65941 -0.36646  -1.018
C -2.22870 -1.85737 1.77261  -0.585
C -2.56637 -2.67172 3.01334  -0.629
H -1.60300 -5.44326 -1.49790  0.242
H -0.18606 -5.19303 -0.47872  0.228
H -0.58381 -4.02585 -1.75144  0.225
H -2.26367 -4.55740 0.77253  0.246
H -2.70876 -3.40925 -0.51385  0.238
H -3.08111 -1.70752 1.10742  0.233
H -1.79537 -0.89617 2.04571  0.260
H -2.97053 -3.65384 2.76978  0.216
H -3.32270 -2.13884 3.58700  0.247
H -1.69143 -2.79584 3.65054  0.238
C -2.30349 2.93442 0.95614  -0.966
Sb -0.39728 2.49765 0.13662  1.030
C 0.89143 3.42820 1.53693  -0.969
C -0.28826 3.85329 -1.49431  -0.973
H -2.39467 4.00745 1.11272  0.247
H -2.40389 2.41943 1.90971  0.244
H -3.08351 2.59496 0.27814  0.241
H 0.66173 4.49025 1.59806  0.246
H 1.92397 3.29320 1.22000  0.248
H 0.75216 2.96666 2.51317  0.249
H -0.57329 4.84979 -1.16243  0.247
H -0.95521 3.53088 -2.29163  0.237
H 0.73547 3.87444 -1.86419  0.242
C 0.47319 1.23883 -5.45862  -0.590
C 1.28193 0.15251 -4.74028  -0.529
C 0.97237 0.09807 -3.31824  0.547
N 0.71332 0.07103 -2.20493  -0.496
H 0.72497 1.22198 -6.51626  0.243
H 0.71002 2.22533 -5.06463  0.225
H -0.59614 1.06395 -5.35617  0.224
H 2.35559 0.32987 -4.82561  0.279
H 1.08048 -0.83733 -5.15309  0.273

Forces on atoms 1 to 6 (eV/Å):
0.3365 -0.0199 -0.2759
0.0337 -0.0047 0.0145
-0.0610 0.0417 -0.0158
-0.1003 -0.0512 0.0453
0.0447 0.0135 -0.0073
0.0149 0.0305 0.1381

Summary:
Energy above the lowest of the compared OMol25 structures with the same formula, charge and spin in kcal per mole: 2.8
Max |F| in Eh/bohr: 0.008
Net charge: +1
2S+1: 5
Gap between HOMO and LUMO (spin up / spin down) in eV: 6.46 / 7.47
LUMO level (spin up / spin down) in hartree: -0.169 / -0.134